Molecular formula: C25H70N6O7
Method: DFT, ωB97M-V/def2-TZVPD

```
108
Properties=species:S:1:pos:R:3:lowdin_charge:R:1
C 1.6422 -1.6700 1.4926 -0.10
C 2.3508 -2.9745 1.1802 -0.33
C 3.6827 -3.1892 1.9331 -0.22
O 4.4973 -2.3716 1.2381 -0.19
C 5.7904 -2.2376 1.7558 -0.09
N 1.4157 -4.1025 1.2237 0.01
H 2.3573 -0.8820 1.2561 0.12
H 1.3841 -1.5603 2.5459 0.09
H 0.7512 -1.5155 0.8839 0.01
H 2.4260 -2.8903 0.0961 0.14
H 3.9849 -4.2264 1.7887 0.12
H 3.6460 -2.9906 3.0043 0.13
H 6.3434 -3.0850 1.3506 0.09
H 5.8783 -2.2512 2.8422 0.09
H 6.2233 -1.2818 1.4607 0.09
H 1.9977 -4.9236 1.1389 0.09
H 1.0191 -4.2306 2.1437 0.10
C -2.2195 3.9417 -1.1119 -0.03
C -1.2178 3.2601 -0.2358 -0.42
C 0.2442 3.2075 -0.6689 -0.11
O 0.3267 3.0183 -2.0638 -0.12
C 0.6751 1.7096 -2.4571 -0.17
N -1.3201 3.9503 1.0236 0.06
H -2.3316 3.3140 -1.9959 0.07
H -1.8892 4.9581 -1.3259 0.10
H -3.2566 3.8562 -0.7875 0.09
H -1.5390 2.2344 -0.0545 0.08
H 0.6258 2.3158 -0.1714 0.10
H 0.8322 4.0995 -0.4529 0.15
H 1.5760 1.3081 -1.9931 0.03
H 0.9057 1.7227 -3.5223 0.14
H -0.1733 1.0541 -2.2604 0.02
H -2.2332 3.8731 1.4483 0.12
H -0.7238 3.5615 1.7402 0.04
C -1.3096 -1.2597 -1.7505 -0.07
C -1.4180 -2.2797 -0.5862 -0.27
C 0.0012 -2.9576 -0.3463 -0.20
O 0.5482 -3.5866 -1.5408 -0.18
C -0.1446 -4.7004 -2.0462 -0.12
N -1.8608 -1.5949 0.6339 0.04
H -0.7550 -1.6783 -2.5903 0.13
H -0.9615 -0.3133 -1.3367 0.00
H -2.3007 -1.0513 -2.1535 0.05
H -2.1626 -3.0157 -0.8894 0.13
H 0.0199 -3.7317 0.4209 0.09
H 0.7428 -2.1962 -0.1047 0.03
H -0.9389 -4.3722 -2.7166 0.08
H -0.7148 -5.2315 -1.2840 0.09
H 0.4331 -5.4913 -2.5246 0.08
H -1.1529 -1.4040 1.3285 0.06
H -2.4417 -0.7811 0.4908 0.03
C 0.3820 0.2779 2.8387 -0.04
C -0.8251 1.2740 2.6276 -0.32
C -1.0750 1.9058 4.0059 -0.17
O -2.4079 2.3840 4.0208 -0.18
C -2.8763 2.9746 5.2370 -0.09
N -0.5050 2.1378 1.5547 -0.15
H 0.0821 -0.5526 3.4778 0.11
H 1.1985 0.8547 3.2732 0.11
H 0.7831 -0.0670 1.8857 -0.01
H -1.6781 0.6522 2.3559 0.17
H -0.2436 2.5744 4.2292 0.13
H -1.0513 1.1894 4.8270 0.13
H -2.9466 2.1605 5.9584 0.08
H -3.8297 3.5021 5.2070 0.09
H -2.1372 3.5961 5.7424 0.08
H -1.2538 2.8083 1.6546 -0.02
H 0.3122 2.7033 1.7349 0.16
C 1.4171 -0.1472 -1.2691 -0.19
C 2.4447 -0.0050 -2.3081 -0.37
C 3.8954 -0.6030 -1.9470 -0.13
O 4.8054 -0.5780 -3.0535 -0.19
C 5.4485 0.6106 -3.4132 -0.13
N 2.0063 -0.7760 -3.4746 0.09
H 0.5391 0.4211 -1.5763 0.01
H 1.7022 0.0126 -0.2293 0.11
H 1.0027 -1.1553 -1.2829 0.10
H 2.5651 1.0348 -2.6121 0.12
H 3.7397 -1.6560 -1.7124 0.12
H 4.3257 -0.2287 -1.0181 0.12
H 6.2531 1.0075 -2.7942 0.08
H 4.7950 1.4640 -3.5938 0.08
H 5.7894 0.4998 -4.4426 0.09
H 2.8270 -0.7067 -4.0592 0.07
H 1.9725 -1.7810 -3.3801 0.08
C -4.8952 0.2371 0.7124 -0.02
C -4.4515 0.6489 -0.7179 -0.40
C -3.5586 -0.3095 -1.4555 -0.25
O -2.9224 0.4482 -2.4404 -0.13
C -1.7539 1.2459 -2.0052 -0.09
N -5.5824 1.1963 -1.4875 0.04
H -5.5148 1.0217 1.1466 0.07
H -4.0238 0.2497 1.3671 0.05
H -5.3804 -0.7390 0.7060 0.08
H -3.9244 1.6024 -0.6862 0.12
H -4.1221 -1.1248 -1.9093 0.16
H -2.8418 -0.7563 -0.7664 0.06
H -1.0208 0.5150 -1.6639 0.00
H -1.8746 1.9022 -1.1434 0.04
H -1.3636 1.9598 -2.7306 0.13
H -5.1467 1.5595 -2.3231 0.06
H -6.2492 0.5158 -1.8229 0.06
C -0.0645 0.2700 0.4285 -0.23
O -1.4362 0.7117 0.5843 -0.21
H 0.6095 1.1214 0.5226 0.11
H 0.1397 -0.6214 1.0216 0.01
H 0.0567 -0.1076 -0.5868 0.01
H -1.3923 1.3073 1.3359 -0.08
```

Output
net charge = 0
energy relative to the best compared isomer or geometry (same formula, charge and spin) = 3572.5 kJ/mol
LUMO energy = 0.37 eV

Molecular formula: C25H72NO9P3S
Method: DFT, ωB97M-V/def2-TZVPD

```
111
Properties=species:S:1:pos:R:3:lowdin_charge:R:1
C 2.2943 -0.1917 0.9556 -0.12
C 2.3077 -1.0427 -0.4458 -0.25
O 1.3085 -2.1279 -0.5231 -0.25
C -0.0675 -1.5732 -0.2936 -0.20
C -1.2496 -2.4174 -1.0499 -0.22
O -2.6236 -2.0346 -0.7160 -0.43
P -2.9833 -2.1431 0.9780 0.44
C -4.7538 -2.2264 1.6893 -0.39
C -5.9197 -1.5957 0.6688 -0.31
C -6.1514 -2.5113 -0.6820 -0.54
S -7.2669 -1.4693 -1.8307 0.58
P -3.0085 -4.3730 0.9460 0.56
N -3.9585 -4.9838 -0.2138 -0.38
P -2.8427 0.0161 1.0956 0.81
C -3.9986 0.8182 2.3657 -0.46
C -4.0188 2.4547 2.0207 -0.17
C -2.8272 0.8821 -0.5983 -0.43
C -4.1698 0.6786 -1.5134 -0.18
H 3.1644 0.6152 0.9756 0.09
H 1.2926 0.4188 1.1418 0.08
H 2.4669 -0.8651 1.9245 0.09
H 3.3958 -1.5229 -0.5310 0.13
H 2.2016 -0.2496 -1.3239 0.13
H -0.0062 -0.4586 -0.7158 0.12
H -0.1756 -1.4839 0.8674 0.09
H -1.1198 -2.1866 -2.2150 0.16
H -0.9952 -3.5545 -0.9308 0.10
H -1.8909 -2.2783 1.9521 0.00
H -5.0636 -3.3743 1.7984 0.06
H -4.8570 -1.7946 2.7970 0.10
H -6.9304 -1.6880 1.2937 0.12
H -5.7772 -0.4524 0.4650 0.07
H -6.8292 -3.4314 -0.3366 0.10
H -5.1651 -2.8461 -1.2185 0.06
H -6.4950 -1.1097 -2.9579 -0.13
H -1.6696 -4.8685 0.7006 -0.03
H -3.4393 -4.9197 2.2265 -0.01
H -3.3404 -5.5512 -0.8650 -0.03
H -3.5344 0.6411 3.4506 0.09
H -5.1185 0.4843 2.3385 0.06
H -2.9697 2.7553 1.5866 0.04
H -4.8569 2.5695 1.1843 0.08
H -4.3365 3.0392 2.9839 0.08
H -2.6155 2.0473 -0.4525 0.07
H -1.9196 0.4625 -1.2064 0.06
H -4.5070 -0.4421 -1.5701 0.03
H -5.0643 1.4133 -1.2352 0.09
H -3.8682 0.9833 -2.6270 0.07
C -1.6148 6.2986 0.3102 -0.09
C -0.7998 5.3209 1.1313 -0.31
O -1.0274 3.9959 0.6741 -0.11
H -2.6821 6.0650 0.3815 0.07
H -1.4540 7.3247 0.6531 0.08
H -1.3449 6.2344 -0.7490 0.05
H -1.0880 5.3726 2.1853 0.11
H 0.2696 5.5400 1.0546 0.11
H -0.7605 3.9583 -0.2605 0.08
C -3.5540 4.4123 -3.0867 -0.08
C -2.0581 4.6020 -3.2307 -0.32
O -1.3841 3.3900 -2.9258 -0.10
H -3.8060 4.0996 -2.0681 0.07
H -4.0883 5.3392 -3.3140 0.06
H -3.9113 3.6254 -3.7589 0.07
H -1.7019 5.3735 -2.5418 0.08
H -1.7970 4.9022 -4.2501 0.11
H -1.7012 2.7134 -3.5484 0.09
C 2.1460 -4.8740 0.9633 -0.08
C 3.6419 -4.6844 0.8193 -0.33
O 4.3159 -5.8964 1.1242 -0.09
H 1.8940 -5.1868 1.9819 0.08
H 1.6117 -3.9471 0.7360 0.05
H 1.7887 -5.6609 0.2911 0.08
H 3.9981 -3.9128 1.5082 0.09
H 3.9030 -4.3842 -0.2001 0.10
H 3.9988 -6.5730 0.5016 0.09
C 6.5709 -5.0022 -2.3768 -0.09
C 7.9085 -4.9513 -1.6678 -0.32
O 7.9133 -3.8970 -0.7167 -0.10
H 6.3666 -4.0525 -2.8819 0.08
H 6.5523 -5.8072 -3.1169 0.08
H 5.7586 -5.1630 -1.6604 0.05
H 8.7148 -4.7686 -2.3843 0.11
H 8.1140 -5.8929 -1.1495 0.11
H 7.1992 -4.0729 -0.0802 0.08
C 6.3835 -2.4724 3.5847 -0.08
C 5.6829 -1.7200 2.4723 -0.33
O 5.3126 -0.4248 2.9213 -0.10
H 5.7312 -2.5609 4.4597 0.08
H 6.6717 -3.4750 3.2560 0.07
H 7.2811 -1.9363 3.9096 0.08
H 4.7750 -2.2478 2.1658 0.08
H 6.3335 -1.6161 1.5985 0.09
H 6.1266 0.0386 3.1833 0.07
C -7.5850 6.7122 -1.0147 -0.09
C -6.2427 7.2857 -1.4192 -0.32
O -5.8767 6.8038 -2.7038 -0.10
H -7.5468 5.6181 -0.9981 0.08
H -7.8797 7.0705 -0.0243 0.07
H -8.3595 6.9928 -1.7360 0.07
H -5.4678 6.9848 -0.7081 0.11
H -6.2766 8.3790 -1.4507 0.11
H -6.5669 7.0835 -3.3295 0.09
C 9.3704 0.7952 -0.1269 -0.09
C 8.8202 0.1832 1.1448 -0.32
O 7.7474 0.9721 1.6378 -0.10
H 9.7211 1.8159 0.0576 0.08
H 10.2016 0.2012 -0.5176 0.08
H 8.5919 0.8598 -0.8941 0.07
H 9.5952 0.1407 1.9157 0.12
H 8.4556 -0.8328 0.9655 0.10
H 7.0609 0.9966 0.9492 0.09
```

Output
net charge = 0
structure (SMILES) = CCOCCO[PH](CCCS)([PH2]=N)P(CC)CC.CCO.CCO.CCO.CCO.CCO.CCO.CCO
LUMO energy = 0.51 eV

| no. | E (eV) | HOMO-LUMO gap (eV) | molecular weight (g mol⁻¹) |
| --- | --- | --- | --- |
| 1 | -50293.642 | 8.028 | 566.87 |
| 2 | -85700.817 | 7.926 | 655.84 |